Density functional theory data (ωB97M-V with the def2-TZVPD basis set) for a gas-phase ion, C3H5F2N2 (charge +1) at a distorted geometry.

Its energy relative to the best compared isomer or geometry (same formula, charge and spin) is 34.52 kcal/mol. The frontier orbital gap is 11.320 eV. For the HOMO energy, the calculation gives -16.0 eV. As for the net charge: +1. Its spin multiplicity is 1.

Each line ends with the Löwdin charge.
Cartesian coordinates (Å):
C1 -1.398 0.005 0.030  -0.147
C2 0.773 -0.826 0.214  0.026
C3 0.930 0.729 -0.307  -0.308
N1 -0.702 -1.041 0.420  0.151
N2 -0.358 1.054 -0.717  0.160
F1 -2.663 0.118 0.030  0.271
F2 1.406 1.341 0.860  0.001
H1 1.096 -1.662 -0.380  0.128
H2 1.134 -0.825 1.266  0.144
H3 1.692 0.880 -1.111  0.180
H4 -1.376 -1.785 0.756  0.227
H5 -0.535 2.013 -1.060  0.167



Density functional theory data (ωB97M-V with the def2-TZVPD basis set) for C4H5NO2 in the gas phase at a distorted geometry.

Its energy relative to the best compared isomer or geometry (same formula, charge and spin) is 115.94 kcal/mol. The frontier orbital gap is 10.688 eV. For the HOMO energy, the calculation gives -10.6 eV. Its spin multiplicity is 1.

Each line ends with the Löwdin charge.
Cartesian coordinates (Å):
C1 0.483 -0.935 1.116  -0.030
C2 0.069 -0.366 -0.053  -0.624
C3 0.533 1.013 -0.480  -0.179
C4 -1.411 -0.269 -0.124  -0.068
H1 1.730 -1.185 0.838  0.194
H2 0.038 -1.758 1.505  0.071
H3 0.400 0.030 1.774  0.149
H4 1.672 -1.262 -0.595  0.022
H5 0.613 1.236 -1.745  0.214
N1 -2.478 0.316 -0.011  0.182
O1 0.823 -1.240 -0.906  -0.004
O2 1.032 1.748 0.350  0.073



Density functional theory data (ωB97M-V with the def2-TZVPD basis set) for CHCl3O in the gas phase at a distorted geometry.

Its energy relative to the best compared isomer or geometry (same formula, charge and spin) is 5.59 kcal/mol. The frontier orbital gap is 10.177 eV. For the HOMO energy, the calculation gives -10.6 eV. Its spin multiplicity is 1.

Each line ends with the Löwdin charge.
Cartesian coordinates (Å):
C1 -0.515 0.011 -0.089  -1.132
O1 0.795 -0.267 0.780  -0.743
Cl1 -0.433 -1.031 -1.527  0.576
Cl2 -1.829 -0.307 1.004  0.663
Cl3 2.221 0.627 0.378  0.595
H1 -0.238 0.967 -0.546  0.040



Density functional theory data (ωB97M-V with the def2-TZVPD basis set) for C4H4N4OS in the gas phase at a distorted geometry.

Its energy relative to the best compared isomer or geometry (same formula, charge and spin) is 24.50 kcal/mol. The frontier orbital gap is 9.152 eV. For the HOMO energy, the calculation gives -8.9 eV. Its spin multiplicity is 1.

Each line ends with the Löwdin charge.
Cartesian coordinates (Å):
C1 -1.604 -0.221 -2.713  -0.429
C2 -1.396 1.623 0.414  -0.131
C3 -0.677 1.055 -0.676  -0.274
C4 0.291 0.187 -0.091  -0.369
N1 -2.098 -1.240 -2.846  0.135
N2 -1.022 1.084 1.553  0.037
N3 -0.042 0.213 1.231  0.014
N4 1.409 -0.393 -0.606  0.125
O1 -1.748 2.277 -2.856  -0.495
S1 -0.750 1.261 -2.547  0.923
H1 -2.222 2.183 0.426  0.074
H2 0.368 -0.478 1.845  0.158
H3 1.487 -0.658 -1.573  0.089
H4 1.880 -1.127 0.018  0.142



DFT total energy
In order: -11598.2814 -9809.2870 -40665.2705 -23052.8124
Unit: eV